P | Below is a single C4H7NO molecule, with properties calculated with ωB97M-V/def2-TZVPD.

Its HOMO energy (spin up / spin down) is -0.2843 / -0.2843 hartree.

Positions of all 13 atoms, in Å:
H -2.07625 -0.50647 -0.70521
N 0.26906 0.15042 -0.08238
C 1.71810 0.38743 -0.12807
H -1.34298 1.30554 0.49989
H 1.90329 1.33854 -0.63401
C -0.49624 1.23466 -0.16220
C -1.68731 -1.18912 0.08911
H 2.27330 -0.42354 -0.59727
H -0.23451 2.01356 -0.86555
O -2.42703 -1.97318 0.66220
H 0.34362 -1.81332 0.71627
H 2.02677 0.50398 0.91411
C -0.26982 -1.02850 0.29312



Q | Below is a single C4H7NO molecule, with properties calculated with ωB97M-V/def2-TZVPD.

The SMILES is C1OC[C@H]2N[C@@H]12. Its HOMO energy is -0.3020 hartree.

Positions of all 13 atoms, in Å:
H -1.84752 -1.02351 -0.61937
H -1.42786 1.52210 -0.08056
H -1.77242 -0.83168 1.15987
C -0.72644 0.70135 0.01816
O -0.05550 -1.52875 0.29319
H 1.52363 -1.11943 -0.90537
C 0.65731 0.81528 0.51071
C 1.14509 -0.83006 0.12521
H 0.55476 1.50528 -1.51231
N 0.34399 0.72496 -0.93937
C -1.21531 -0.71249 0.21937
H 0.91589 1.84614 0.89427
H 1.90438 -1.06918 0.83619



It is P that is most stable; the runner-up trails by 0.0726 hartree.